[1]
Computed, not measured: a molecular structure, C15H31FP2Ru in a non-equilibrium geometry, with the ωB97M-V functional and the def2-TZVPD basis.

Last column: Löwdin charge in e.
Positions of all 50 atoms, in Å:
P1 0.1823 -1.9944 -1.9254  0.841
P2 0.0171 1.9565 -1.7256  0.913
C1 0.1698 -0.5382 -3.5005  -0.420
C2 0.6551 0.8588 -3.2069  -0.361
H1 -0.8210 -0.5701 -4.0541  0.072
H2 0.9557 -1.1575 -3.9559  0.054
H3 1.7218 0.8223 -2.9626  0.102
H4 0.4539 1.5310 -4.0412  0.030
C3 -1.4279 2.6914 -2.5867  -0.245
H5 -1.6863 3.6356 -2.0944  0.082
H6 -2.2443 1.9595 -2.4035  0.020
H7 -1.2815 2.8360 -3.6582  0.023
C4 1.3228 3.2753 -1.6847  -0.207
H8 1.2558 3.9404 -2.5583  0.072
H9 2.3125 2.7931 -1.6674  0.056
H10 1.2266 3.8912 -0.7742  0.069
C5 -0.7747 -3.4163 -2.4548  -0.167
H11 -0.6467 -4.3435 -1.8697  0.092
H12 -0.4682 -3.6210 -3.4978  0.083
H13 -1.8439 -3.1807 -2.4431  0.070
C6 1.9478 -2.5378 -2.1296  -0.153
H14 2.6623 -1.7267 -1.8885  0.079
H15 2.0633 -2.7846 -3.2099  0.069
H16 2.2368 -3.4422 -1.5400  0.096
Ru1 -1.1334 -0.0570 -2.1002  1.035
C7 0.3452 1.6648 -6.1176  -0.119
C8 -0.9894 1.6122 -5.9024  -0.126
C9 -1.9744 0.8957 -6.7725  -0.154
C10 -1.6021 -0.5853 -7.0800  -0.162
C11 -0.8182 -1.2649 -6.0135  -0.141
C12 0.5362 -1.3073 -6.0618  -0.148
C13 1.4543 -0.5274 -6.9489  -0.148
C14 1.0468 0.9526 -7.2251  -0.160
C15 0.0431 -1.0638 -0.3972  -0.285
H17 0.9819 2.4072 -5.5903  0.124
H18 -1.4515 2.3689 -5.2706  0.083
H19 -2.0731 1.4426 -7.7301  0.137
H20 -2.9791 0.9137 -6.3090  0.119
H21 -2.5355 -1.1491 -7.2108  0.126
H22 -1.0564 -0.6401 -8.0379  0.123
H23 -1.3898 -1.8836 -5.2937  0.112
H24 1.0445 -2.1377 -5.5604  0.104
H25 1.5377 -1.0556 -7.9162  0.138
H26 2.4737 -0.5236 -6.5146  0.120
H27 1.9846 1.4983 -7.3984  0.121
H28 0.4913 1.0319 -8.1741  0.126
H29 0.5895 -0.1113 -0.2289  0.056
H30 0.5564 -1.8573 0.1899  0.101
H31 -0.9706 -0.9626 0.0265  0.074
F1 -2.4272 0.7831 -0.7789  -0.525

Its multiplicity is 5. Its lowest unoccupied orbital energy (alpha / beta) is -0.242 / -0.331 Eh. The value obtained for the energy above the lowest of the compared OMol25 structures with the same formula, charge and spin is 352.4 kJ/mol. The expectation value of S² is 6.024. As for the total charge: +2. The value obtained for the HOMO energy (alpha / beta) is -14.7 / -14.8 eV.

***

[2]
Computed, not measured: 3 unconnected molecules or ions with the total composition C15H31NO6P in a non-equilibrium geometry, with the ωB97M-V functional and the def2-TZVPD basis.

Last column: Löwdin charge in e.
Positions of all 54 atoms, in Å:
C1 0.5417 -2.9327 -2.7405  -0.061
N1 0.2417 -1.5125 -2.8682  -0.154
C2 0.4240 -1.0029 -4.2304  -0.036
C3 -0.8746 -1.0024 -2.2191  -0.485
O1 -0.9798 0.1598 -1.9451  0.123
C4 -2.0572 -1.9132 -1.7979  -0.179
P1 -2.9927 -2.7514 -3.0853  1.005
C5 -2.6364 -4.4904 -3.2993  -0.181
C6 -4.7426 -2.5344 -2.7013  -0.241
C7 -5.1533 -1.0987 -3.0354  -0.301
O2 -5.1072 -0.2354 -2.2158  0.106
H1 0.1444 -3.3407 -1.8126  0.090
H2 0.1912 -3.5163 -3.6030  0.074
H3 1.6248 -3.0553 -2.7031  0.106
H4 1.4302 -1.2477 -4.5690  0.100
H5 -0.2909 -1.4515 -4.9360  0.082
H6 0.3003 0.0777 -4.2346  0.099
H7 -1.7728 -2.6701 -1.0603  0.113
H8 -2.7729 -1.2397 -1.3176  0.103
H9 -2.7928 -2.1219 -4.3170  0.079
H10 -1.5893 -4.6315 -3.5613  0.044
H11 -2.8804 -5.0309 -2.3832  0.082
H12 -3.2525 -4.8631 -4.1205  0.075
H13 -4.8898 -2.7145 -1.6334  0.121
H14 -5.3152 -3.2579 -3.2880  0.108
H15 -5.4577 -0.9060 -4.0801  0.137
O3 1.1297 6.2501 1.7172  0.112
C8 0.5861 5.2604 1.3150  -0.526
O4 1.2319 4.0778 1.4343  -0.002
C9 0.6171 2.8207 1.1358  -0.235
C10 0.7208 2.4550 -0.3280  -0.057
C11 -0.7592 5.3082 0.6278  0.012
H16 -0.4123 2.7997 1.4971  0.113
H17 1.1745 2.0925 1.7245  0.106
H18 0.1785 3.1554 -0.9647  0.074
H19 0.3132 1.4597 -0.4915  0.052
H20 1.7658 2.4604 -0.6391  0.089
H21 -0.5916 5.5142 -0.4298  0.095
H22 -1.3187 6.1374 1.0517  0.091
H23 -1.3465 4.3987 0.7155  0.067
O5 1.8860 -0.4920 2.7760  0.079
C12 2.4618 0.0316 3.6962  -0.536
O6 3.7892 -0.1367 3.8028  0.001
C13 4.5954 0.5829 4.7509  -0.227
C14 4.6250 -0.0933 6.1038  -0.062
C15 1.7180 0.8105 4.7558  0.015
H24 4.2700 1.6212 4.8149  0.114
H25 5.5878 0.5853 4.3044  0.124
H26 3.6381 -0.1166 6.5660  0.069
H27 5.3005 0.4416 6.7717  0.085
H28 4.9772 -1.1197 6.0038  0.084
H29 1.3608 0.1134 5.5139  0.097
H30 0.8568 1.2813 4.2886  0.083
H31 2.3039 1.5840 5.2435  0.074

Its lowest unoccupied orbital energy is -0.123 Eh. The value obtained for the energy above the lowest of the compared OMol25 structures with the same formula, charge and spin is 0.0 kJ/mol. As for the total charge: +1. The value obtained for the HOMO energy is -11.4 eV.

***

[3]
Computed, not measured: a single C15H32BrN3O4 molecule in a non-equilibrium geometry, with the ωB97M-V functional and the def2-TZVPD basis.

Last column: Löwdin charge in e.
Positions of all 55 atoms, in Å:
C1 -0.7235 3.1387 -4.9867  -0.062
C2 -0.9953 2.7788 -3.5237  -0.277
O1 -2.1189 1.9312 -3.4271  -0.135
C3 -1.9633 0.8189 -2.5791  -0.191
C4 -2.2290 1.2195 -1.1371  -0.170
O2 -1.7403 0.2008 -0.2713  -0.139
C5 -2.5861 -0.2565 0.6964  -0.795
Br1 -4.1804 -1.1473 -0.1916  0.759
O3 -3.2014 0.7545 1.4122  -0.171
C6 -2.3535 1.7469 1.9715  -0.063
C7 -1.8747 -1.3095 1.5953  -0.301
C8 -0.5521 -0.8079 2.2055  -0.123
C9 0.5532 -0.2953 1.2711  -0.207
C10 1.9599 -0.7108 1.6933  -0.193
C11 3.0053 0.0619 0.8907  -0.222
N1 4.3926 -0.3980 1.0934  0.035
C12 5.2065 0.3748 1.9845  -0.469
C13 4.5670 1.1487 3.1221  -0.011
O4 6.4273 0.3682 1.8543  0.065
N2 -1.8110 -2.6463 1.0523  -0.045
C14 -0.6490 -3.0872 0.3084  -0.200
C15 -0.6085 -2.6153 -1.1535  -0.245
N3 -0.3605 -3.7754 -2.0528  -0.006
H1 -0.6076 4.2121 -5.1192  0.067
H2 -1.5585 2.8160 -5.6023  0.076
H3 0.1808 2.6689 -5.3660  0.068
H4 -1.1613 3.7045 -2.9678  0.112
H5 -0.1069 2.3169 -3.0881  0.114
H6 -0.9465 0.4167 -2.6288  0.124
H7 -2.6531 0.0475 -2.9111  0.122
H8 -1.6635 2.1356 -0.9451  0.131
H9 -3.2778 1.4513 -0.9789  0.120
H10 -1.4056 1.8403 1.4467  0.082
H11 -2.1533 1.5442 3.0233  0.090
H12 -2.8707 2.7012 1.9153  0.100
H13 -2.5744 -1.3683 2.4308  0.149
H14 -0.7721 -0.0284 2.9317  0.097
H15 -0.1538 -1.6353 2.7954  0.122
H16 0.3991 -0.5912 0.2374  0.083
H17 0.5307 0.7968 1.2542  0.109
H18 2.1179 -1.7818 1.5676  0.109
H19 2.0943 -0.4458 2.7454  0.110
H20 2.7760 -0.0363 -0.1716  0.116
H21 2.9083 1.1194 1.1216  0.104
H22 4.3512 -1.3457 1.4497  0.121
H23 5.3579 1.6731 3.6462  0.081
H24 3.8239 1.8631 2.7788  0.071
H25 4.0847 0.4683 3.8218  0.082
H26 -2.1155 -3.3229 1.7257  0.113
H27 0.3105 -2.8693 0.7912  0.093
H28 -0.7032 -4.1718 0.2436  0.114
H29 -1.5541 -2.1476 -1.4126  0.078
H30 0.2117 -1.9211 -1.3189  0.095
H31 -1.2423 -4.1122 -2.4092  0.061
H32 0.2085 -3.4915 -2.8348  0.052

Its lowest unoccupied orbital energy is 0.015 Eh. Its SMILES is CCOCCO[C@](Br)(OC)[C@H](CCCCNC(C)=O)NCCN. As for the total charge: 0. The value obtained for the HOMO energy is -8.7 eV.

***

[4]
Computed, not measured: a molecular structure, C15H32KN4O2 in a non-equilibrium geometry, with the ωB97M-V functional and the def2-TZVPD basis.

Last column: Löwdin charge in e.
Positions of all 54 atoms, in Å:
C1 -3.9861 -1.6144 0.5842  -0.138
C2 -3.8655 -2.7045 -0.4833  -0.217
C3 -2.6626 -2.5735 -1.4329  -0.196
N1 -1.4542 -1.9810 -0.8202  0.002
C4 -0.8489 -0.9008 -1.5933  -0.177
C5 -0.1114 -1.4301 -2.8207  -0.435
O1 -0.5985 -2.1395 -3.6437  0.120
N2 1.1832 -0.9650 -2.8514  0.169
C6 1.5368 -0.2384 -1.6366  -0.268
O2 2.4582 -1.0083 -0.9060  -0.100
C7 3.7626 -0.4542 -0.7077  -0.181
C8 3.8220 0.7158 0.2779  -0.210
C9 4.0859 0.3136 1.7418  -0.085
C10 0.1811 0.0102 -0.8719  -0.311
C11 0.3247 -0.3560 0.6115  -0.090
C12 -0.9426 -0.0354 1.4072  -0.318
N3 -0.7517 0.3267 2.8324  -0.134
N4 -0.3213 1.3948 -1.0442  0.008
C13 0.5113 2.5417 -0.6640  -0.210
C14 0.4571 2.9417 0.8112  -0.220
C15 -0.9648 3.2753 1.3016  -0.094
H1 -3.8187 -0.6142 0.1613  0.078
H2 -3.2495 -1.7846 1.3795  0.034
H3 -4.9850 -1.6380 1.0337  0.077
H4 -3.8552 -3.6834 0.0091  0.109
H5 -4.7663 -2.6900 -1.1069  0.111
H6 -2.4278 -3.5652 -1.8334  0.122
H7 -2.9404 -1.9790 -2.3067  0.118
H8 -0.7675 -2.7105 -0.6586  0.131
H9 -1.6744 -0.2755 -1.9493  0.157
H10 1.8588 -1.6821 -3.0933  0.162
H11 1.9943 0.7165 -1.9158  0.144
H12 4.3502 -1.2931 -0.3230  0.126
H13 4.1947 -0.1773 -1.6795  0.127
H14 4.5913 1.4144 -0.0675  0.116
H15 2.8796 1.2698 0.2187  0.068
H16 4.3041 -0.7547 1.8330  0.075
H17 3.2281 0.5318 2.3890  0.056
H18 4.9301 0.8640 2.1650  0.074
H19 0.5450 -1.4251 0.6813  0.128
H20 1.1930 0.1469 1.0512  0.093
H21 -1.5522 -0.9399 1.3983  0.061
H22 -1.4957 0.7407 0.8693  0.085
H23 0.0155 0.9899 2.9183  0.067
H24 -0.4055 -0.5192 3.2835  0.090
H25 -0.5133 1.4949 -2.0380  0.125
H26 1.5579 2.4280 -0.9783  0.098
H27 0.1176 3.3937 -1.2314  0.131
H28 1.0862 3.8347 0.8988  0.116
H29 0.9430 2.1916 1.4470  0.075
H30 -1.2456 2.6913 2.1871  0.034
H31 -1.0520 4.3290 1.5775  0.079
H32 -1.7056 3.0647 0.5222  0.076
K1 -3.1498 0.5112 3.0660  0.940

Its lowest unoccupied orbital energy is -0.120 Eh. The value obtained for the energy above the lowest of the compared OMol25 structures with the same formula, charge and spin is 0.0 kJ/mol. As for the total charge: +1. The value obtained for the HOMO energy is -11.2 eV.

***

[5]
Computed, not measured: 2 unconnected molecules or ions with the total composition C15H32N3O5P in a non-equilibrium geometry, with the ωB97M-V functional and the def2-TZVPD basis.

Last column: Löwdin charge in e.
Positions of all 56 atoms, in Å:
C1 -0.7870 -4.0166 -5.2910  -0.073
C2 -1.7651 -3.6235 -4.1965  -0.272
O1 -1.6476 -2.2418 -3.8723  -0.117
C3 -1.8659 -2.0389 -2.5012  -0.173
C4 -2.3185 -0.5847 -2.1587  -0.413
C5 -3.3397 -0.6975 -0.9704  -0.071
C6 -2.5126 -0.8507 0.2939  -0.288
O2 -2.5738 -0.0344 1.1336  0.098
C7 -1.0232 0.2019 -1.8452  -0.106
C8 -1.6240 1.6107 -1.6641  -0.228
P1 -0.4836 3.0278 -1.4328  0.525
N1 -1.2274 4.2175 -0.7888  -0.166
O3 0.2470 3.3886 -2.8228  -0.135
O4 0.7080 2.5383 -0.4122  -0.168
C9 -2.5218 1.6075 -2.9438  -0.462
O5 -2.7958 2.5285 -3.5733  0.179
N2 -2.9156 0.2380 -3.2198  0.144
H1 -0.8284 -5.1044 -5.3745  0.076
H2 0.2409 -3.7559 -5.0425  0.077
H3 -1.0482 -3.5870 -6.2545  0.075
H4 -1.5713 -4.2522 -3.3269  0.113
H5 -2.7695 -3.8332 -4.5761  0.123
H6 -2.6226 -2.7242 -2.1044  0.117
H7 -0.9476 -2.2303 -1.9275  0.129
H8 -3.9361 0.2072 -0.8714  0.123
H9 -4.0256 -1.5332 -1.1136  0.125
H10 -1.8310 -1.7243 0.3234  0.134
H11 -0.3378 -0.1888 -1.1009  0.114
H12 -0.5623 0.2770 -2.8349  0.145
H13 -2.3261 1.7513 -0.8396  0.119
H14 -0.7961 4.4206 0.1087  -0.020
H15 1.1638 3.6200 -2.6044  0.081
H16 0.7175 1.5729 -0.3257  0.045
H17 -3.9153 0.2982 -3.0288  0.137
C10 4.1923 -0.9876 4.4632  -0.092
C11 3.4229 0.3255 4.4653  -0.273
N3 3.0988 0.8061 3.1349  -0.197
C12 2.6205 2.1804 3.1200  -0.246
C13 1.2961 2.4889 3.8273  -0.081
C14 2.3725 -0.1105 2.2832  -0.254
C15 1.0140 -0.6346 2.7557  -0.079
H18 5.0940 -0.9122 3.8534  0.079
H19 4.4943 -1.2391 5.4810  0.072
H20 3.5887 -1.8168 4.0901  0.063
H21 4.0515 1.0743 4.9545  0.118
H22 2.5272 0.2101 5.0948  0.102
H23 2.5507 2.5217 2.0828  0.105
H24 3.3982 2.8071 3.5686  0.110
H25 0.4382 2.1377 3.2557  0.054
H26 1.1834 3.5700 3.9335  0.072
H27 1.2515 2.0610 4.8294  0.066
H28 3.0183 -0.9720 2.0874  0.102
H29 2.2444 0.3560 1.3005  0.102
H30 1.0212 -0.9508 3.7995  0.071
H31 0.7351 -1.5073 2.1580  0.067
H32 0.2282 0.1075 2.6199  0.049

Its lowest unoccupied orbital energy is 0.010 Eh. Its SMILES is CCOC[C@@]1(CC=O)C[C@@H](P(=N)(O)O)C(=O)N1.CCN(CC)CC. As for the total charge: 0. The value obtained for the HOMO energy is -8.3 eV.

***

[6]
Computed, not measured: a molecular structure, C15H32N4RhSi2, with the ωB97M-V functional and the def2-TZVPD basis.

Last column: Löwdin charge in e.
Positions of all 54 atoms, in Å:
Rh1 0.2089 0.3100 -0.6233  0.966
N1 1.8327 1.7811 -0.4130  -0.050
C1 1.7501 3.1974 -0.8557  -0.218
C2 0.7028 3.4143 -1.9366  -0.183
C3 -0.7196 3.3623 -1.4011  -0.219
N2 -1.1556 1.9839 -1.0507  -0.051
H1 2.1396 1.7339 0.5528  0.081
H2 2.5628 1.3149 -0.9439  0.091
H3 2.7294 3.5254 -1.2071  0.123
H4 1.4985 3.8087 0.0106  0.105
H5 0.8379 2.6972 -2.7519  0.101
H6 0.8633 4.4019 -2.3724  0.124
H7 -1.4147 3.7884 -2.1257  0.123
H8 -0.7804 3.9777 -0.5039  0.106
H9 -1.6793 1.5979 -1.8309  0.096
H10 -1.8181 2.0095 -0.2818  0.086
C4 0.7721 0.4682 3.9903  -0.157
Si1 -0.4370 0.9099 2.6376  0.424
C5 -0.0477 2.6812 2.1746  -0.165
C6 -2.2171 0.9027 3.2033  -0.158
N3 -0.2422 -0.1810 1.2504  -0.148
C7 -0.4665 -1.5245 1.4139  -0.306
C8 -0.8574 -2.1901 2.5998  -0.045
C9 -1.0373 -3.5498 2.5879  -0.065
C10 -0.8484 -4.3136 1.4204  -0.077
C11 -0.4768 -3.6941 0.2581  -0.028
C12 -0.2882 -2.3003 0.2573  -0.302
N4 0.0675 -1.5417 -0.8188  -0.197
Si2 0.3921 -1.9909 -2.5015  0.436
C13 0.9565 -0.3227 -3.1797  -0.189
C14 1.7740 -3.2221 -2.6339  -0.155
C15 -1.1820 -2.5371 -3.3199  -0.155
H11 0.6729 1.1762 4.8167  0.043
H12 1.7973 0.5392 3.6185  0.037
H13 0.6444 -0.5336 4.3957  0.027
H14 -0.2566 3.2711 3.0717  0.052
H15 -0.6720 3.0925 1.3824  0.005
H16 0.9995 2.8619 1.9325  0.016
H17 -2.3448 1.5937 4.0399  0.042
H18 -2.5732 -0.0758 3.5231  0.028
H19 -2.8757 1.2386 2.3978  0.033
H20 -1.0213 -1.6458 3.5175  0.078
H21 -1.3358 -4.0483 3.5009  0.112
H22 -1.0024 -5.3832 1.4461  0.108
H23 -0.3340 -4.2621 -0.6532  0.099
H24 1.9571 -0.0417 -2.8452  0.029
H25 0.2521 0.5044 -2.9935  0.002
H26 1.0095 -0.3877 -4.2697  0.058
H27 2.6538 -2.8809 -2.0856  0.042
H28 2.0598 -3.3608 -3.6790  0.044
H29 1.4917 -4.1982 -2.2380  0.033
H30 -1.9702 -1.7929 -3.1914  0.036
H31 -1.5430 -3.4781 -2.9018  0.037
H32 -1.0290 -2.6874 -4.3907  0.042

Its lowest unoccupied orbital energy (alpha / beta) is -0.131 / -0.132 Eh. As for the total charge: +1. The value obtained for the HOMO energy (alpha / beta) is -10.3 / -10.3 eV.

***

no.,E (a.u.)
1,-1466.71002
2,-1437.42115
3,-3629.91384
4,-1559.99187
5,-1472.54099
6,-1499.20582